1.
Formula: C23H20BrN3O6PdS
Source: the Open Molecules 2025 dataset
Level of theory: ωB97M-V/def2-TZVPD

```
! RIJCOSX wB97M-V def2-TZVPD def2/J DEFGRID3
* xyz 0 1
Pd -0.3352 -0.4058 -0.3308
C -3.0817 -8.0904 -1.2762
C -2.5138 -6.7812 -0.8079
C -1.8483 -6.6839 0.4085
C -1.3439 -5.4701 0.8518
C -1.5112 -4.3420 0.0659
C -2.1674 -4.4150 -1.1570
C -2.6650 -5.6299 -1.5836
S -0.8602 -2.8045 0.6083
O -1.9296 -1.7921 0.4302
O -0.3262 -3.0176 1.9263
N 0.1798 -2.2895 -0.5118
C 1.6433 -2.3768 -0.2872
C 2.1644 -0.9328 -0.2336
O 1.4987 -0.1256 -1.0509
O 3.0890 -0.6313 0.4844
H -2.5826 -8.9323 -0.7983
H -2.9812 -8.1998 -2.3558
H -4.1453 -8.1568 -1.0378
H -1.7191 -7.5695 1.0184
H -0.8292 -5.3873 1.7988
H -2.2814 -3.5245 -1.7613
H -3.1775 -5.6932 -2.5358
H 2.1040 -2.9369 -1.0999
H 1.8781 -2.8566 0.6644
C 0.7894 0.2763 3.2629
O 0.1506 0.7831 2.0968
C -0.6472 1.8584 2.2073
C -0.9562 2.5048 3.3905
C -1.7772 3.6295 3.3606
Br -2.1818 4.5045 4.9861
C -2.2908 4.1140 2.1835
C -1.9936 3.4598 0.9813
C -1.1775 2.3347 0.9943
O -0.8452 1.6770 -0.1449
C -2.5166 3.9288 -0.3008
N -2.2309 3.3508 -1.4445
C -2.9037 4.0713 -2.4176
C -2.9497 3.8951 -3.7986
C -3.7155 4.7805 -4.5289
C -4.4237 5.8215 -3.9081
C -4.3868 6.0082 -2.5403
C -3.6124 5.1117 -1.8133
N -3.3485 4.9960 -0.4581
H 1.3998 1.0509 3.7315
H 1.4243 -0.5335 2.9178
H 0.0518 -0.1080 3.9707
H -0.5598 2.1492 4.3292
H -2.9185 4.9935 2.2020
H -1.2376 2.1737 -0.9325
H -2.4010 3.0928 -4.2726
H -3.7732 4.6738 -5.6037
H -5.0122 6.4941 -4.5176
H -4.9337 6.8120 -2.0658
H -3.7029 5.5860 0.2721
*
```

The value obtained for the energy above the lowest of the compared OMol25 structures with the same formula, charge and spin is 0.000 eV. The value obtained for the maximum force is 0.015 hartree/bohr. The total energy is -125287.9697 eV. The calculation puts the HOMO-LUMO gap at 8.3 eV.

2.
Formula: C4H7N3O
Source: the Open Molecules 2025 dataset
Level of theory: ωB97M-V/def2-TZVPD

```
! RIJCOSX wB97M-V def2-TZVPD def2/J DEFGRID3
* xyz 0 1
C -2.4099 -0.9468 0.1312
C -0.6193 0.4281 0.1330
C 0.1032 1.6819 0.1513
C 1.2391 -0.3964 -0.1265
H -1.8606 -1.0517 1.3226
H -2.0594 -1.6228 -0.6393
H -3.6072 -1.0618 0.4077
H -0.0344 2.7998 0.0103
H 2.2347 1.5349 0.2655
H 3.0795 -0.3316 0.5674
H 1.9868 -2.1976 0.7607
N 1.3883 0.9932 -0.0328
N 2.2831 -1.2025 -0.0841
N -0.0017 -0.7480 -0.2425
O -1.9132 0.5039 -0.2392
*
```

The value obtained for the energy above the lowest of the compared OMol25 structures with the same formula, charge and spin is 6.780 eV. The value obtained for the maximum force is 0.151 hartree/bohr. The total energy is -10772.9677 eV. The calculation puts the HOMO-LUMO gap at 7.5 eV.

3.
Formula: C5H15N3O
Source: the Open Molecules 2025 dataset
Level of theory: ωB97M-V/def2-TZVPD

```
! RIJCOSX wB97M-V def2-TZVPD def2/J DEFGRID3
* xyz 0 1
C 0.8523 -0.5325 -0.0931
C 2.2119 -0.2352 -0.7255
C 1.0341 -0.6888 1.4091
C -0.2532 1.2269 -0.3270
N 0.3344 -1.8169 -0.6463
N -0.2343 1.4876 -1.6891
O -0.0339 2.0786 0.5097
H 0.8413 -2.6187 -0.2608
H 0.4501 -1.8380 -1.6568
H 0.1235 2.4082 -1.9047
H -0.2000 0.6573 -2.2661
H 2.6266 0.7102 -0.3604
H 2.1595 -0.1708 -1.8202
H 2.9516 -1.0259 -0.5195
H 1.3818 0.2441 1.8614
H 1.7636 -1.4757 1.6649
H 0.0894 -0.9523 1.8957
C -2.5398 0.4685 1.2266
N -1.8839 0.3075 -0.0786
H -2.4145 0.7753 -0.8151
H -1.1735 -0.5146 -0.0652
H -3.1477 1.3729 1.2431
H -1.7780 0.5386 2.0001
H -3.1611 -0.4065 1.4179
*
```

The value obtained for the energy above the lowest of the compared OMol25 structures with the same formula, charge and spin is 3.181 eV. The value obtained for the maximum force is 0.058 hartree/bohr. The total energy is -11943.5683 eV. The calculation puts the HOMO-LUMO gap at 8.4 eV.

4.
Formula: C4H7N3
Source: the Open Molecules 2025 dataset
Level of theory: ωB97M-V/def2-TZVPD

```
! RIJCOSX wB97M-V def2-TZVPD def2/J DEFGRID3
* xyz 0 1
C -1.1949 -1.7014 0.7145
N -1.4063 -0.6392 -0.2727
C -0.3981 0.2798 -0.5711
N -0.4616 1.2875 -1.4081
N 1.2819 2.1397 -0.9725
C 1.6052 1.3187 0.0054
C 0.8434 0.1902 0.1404
H -0.7062 -1.2906 1.6039
H -2.1593 -2.1139 1.0407
H -0.5828 -2.5367 0.3409
H -2.1302 -0.8205 -0.9524
H 1.6738 3.0952 -0.8301
H 2.3817 1.5520 0.7364
H 1.2534 -0.7606 0.4247
*
```

The value obtained for the energy above the lowest of the compared OMol25 structures with the same formula, charge and spin is 3.639 eV. The value obtained for the maximum force is 0.030 hartree/bohr. The total energy is -8728.0403 eV. The calculation puts the HOMO-LUMO gap (alpha / beta) at 8.0 / 8.0 eV.